[1]
{
  "formula": "C28H60N3O12P2",
  "method": "wB97M-V/def2-TZVPD",
  "elements": ["C", "C", "N", "C", "C", "C", "C", "C", "N", "C", "C", "C", "O", "C", "C", "N", "C", "C", "C", "O", "C", "O", "O", "H", "H", "H", "H", "H", "H", "H", "H", "H", "H", "H", "H", "H", "H", "H", "H", "H", "H", "H", "H", "H", "H", "H", "H", "H", "H", "H", "H", "H", "H", "O", "P", "O", "C", "C", "O", "C", "C", "O", "C", "C", "H", "H", "H", "H", "H", "H", "H", "H", "H", "H", "H", "H", "H", "H", "H", "O", "P", "O", "C", "C", "O", "C", "C", "O", "C", "C", "H", "H", "H", "H", "H", "H", "H", "H", "H", "H", "H", "H", "H", "H", "H"],
  "coordinates": [[-2.18078, 0.67529, -1.11157], [-1.59081, 0.28304, -2.08668], [-0.81749, -0.15364, -3.12102], [-0.01868, 1.01852, -3.55617], [-0.90845, 2.03412, -4.30710], [-1.90080, 1.43617, -5.29844], [-1.23903, 0.82410, -6.54752], [0.02802, -1.31961, -2.73659], [-0.75025, -2.52622, -2.49645], [-2.07564, -2.65836, -3.10908], [-3.19159, -2.59943, -2.06040], [-4.57937, -2.51963, -2.69404], [1.05860, -1.59140, -3.66142], [0.66188, -1.79225, -4.99965], [1.57556, -2.86665, -5.56458], [1.10285, -4.20214, -5.16577], [1.98380, -4.88052, -4.22301], [1.22824, -5.83264, -3.21907], [1.44876, -5.37568, -1.77843], [-0.16952, -5.85229, -3.44543], [0.81783, -0.94383, -1.40398], [0.41929, -1.44311, -0.34620], [1.80222, -0.19184, -1.53267], [-2.79923, 0.93463, -0.29129], [0.40780, 1.54030, -2.69959], [0.79181, 0.73074, -4.21694], [-0.20649, 2.62563, -4.90758], [-1.38203, 2.73265, -3.61782], [-2.51875, 2.26314, -5.66320], [-2.57998, 0.71790, -4.84241], [-1.27802, -0.26544, -6.49680], [-1.78295, 1.08734, -7.45489], [-0.18844, 1.10149, -6.63667], [-0.18458, -3.29135, -2.83548], [-2.27367, -1.98877, -3.95298], [-2.13061, -3.67483, -3.51449], [-3.00505, -1.84631, -1.30082], [-3.14191, -3.56350, -1.54243], [-4.68177, -3.37470, -3.37123], [-4.68938, -1.61353, -3.29110], [-5.36310, -2.62777, -1.94541], [0.78395, -0.87224, -5.58416], [-0.37874, -2.10132, -5.11804], [2.55689, -2.68621, -5.11700], [1.68069, -2.74365, -6.64475], [1.04505, -4.77876, -5.99282], [2.72130, -5.51021, -4.74143], [2.54984, -4.17655, -3.61693], [1.66478, -6.83178, -3.33726], [2.39897, -5.76256, -1.41066], [1.49375, -4.28657, -1.73508], [0.62432, -5.69964, -1.14664], [-0.35107, -6.22079, -4.31193], [0.29774, -0.51143, 5.44685], [1.74498, -0.43774, 5.15571], [2.26852, -1.96158, 4.99017], [1.47426, -3.01774, 4.43949], [1.29176, -2.91954, 2.93758], [2.38135, 0.01644, 6.58413], [1.56165, 0.23966, 7.72248], [1.33932, -1.03897, 8.50531], [2.97500, 0.27045, 4.43225], [3.41348, -0.11905, 3.11887], [2.54591, 0.42466, 2.01585], [0.49544, -3.07120, 4.92246], [2.00541, -3.93450, 4.70220], [0.80567, -1.98193, 2.66221], [0.67770, -3.73658, 2.55999], [2.24999, -2.95801, 2.41885], [0.61456, 0.69760, 7.43817], [2.09167, 0.96472, 8.34460], [0.95101, -1.83067, 7.86474], [0.63430, -0.87162, 9.32186], [2.28033, -1.39407, 8.92916], [3.51675, -1.20136, 3.07220], [4.42042, 0.28655, 3.00924], [1.49142, 0.17169, 2.15311], [2.85936, 0.03998, 1.04402], [2.61439, 1.51172, 1.99825], [-2.20350, 4.48583, 1.61290], [-1.05510, 5.26498, 2.09600], [-0.77807, 4.90145, 3.64703], [-1.06859, 3.59867, 4.16751], [-0.04100, 2.54213, 3.82134], [-1.57921, 6.79117, 2.22076], [-2.93680, 7.12586, 1.96104], [-3.79077, 6.98604, 3.20501], [0.36650, 5.77152, 1.62161], [1.57136, 5.00407, 1.73845], [1.66819, 3.92014, 0.68478], [-2.06292, 3.28112, 3.84895], [-1.10512, 3.71288, 5.25195], [0.07785, 2.43322, 2.74090], [-0.34266, 1.57812, 4.23265], [0.93580, 2.79817, 4.24032], [-3.33385, 6.52988, 1.13995], [-2.93710, 8.16608, 1.62856], [-3.68679, 5.99450, 3.64586], [-4.84279, 7.15506, 2.96870], [-3.48568, 7.71234, 3.96043], [1.67996, 4.61054, 2.75018], [2.38324, 5.71812, 1.59847], [0.79565, 3.26336, 0.69982], [2.55998, 3.31759, 0.84125], [1.72106, 4.36036, -0.31105]],
  "forces_ev_per_a": [[0.0, -0.2, -0.7], [-0.3, -0.3, 0.5], [0.6, 0.3, 0.1], [-0.6, 0.8, -0.6], [0.5, -0.3, -0.2], [-0.1, 0.6, -0.6], [-0.3, -0.6, 0.3], [0.7, -0.5, 1.7], [-0.7, 0.5, -1.2], [-0.2, -0.5, 0.4], [-0.2, -0.6, 0.0], [0.5, -0.3, -0.1], [-0.6, 0.5, -0.4], [0.3, 0.0, -0.6], [-0.2, 0.2, 0.5], [0.6, 0.0, -0.2], [-0.1, -0.9, 0.3], [0.3, 0.5, 0.0], [-0.1, 0.2, -0.4], [-0.1, -0.3, 0.3], [0.6, -0.3, 0.6], [-0.5, -0.4, 0.4], [0.3, 0.6, -0.6], [0.0, 0.1, 0.1], [0.3, -0.3, 0.1], [0.0, -0.4, 0.2], [0.0, 0.2, 0.1], [-0.2, -0.2, 0.1], [-0.1, 0.0, 0.2], [0.1, 0.0, 0.2], [0.2, 0.0, 0.0], [0.1, 0.2, -0.1], [0.0, 0.2, -0.1], [0.1, -0.1, 0.2], [0.1, 0.3, 0.2], [0.1, 0.1, -0.2], [0.0, 0.2, -0.2], [0.1, 0.1, 0.2], [-0.1, 0.1, -0.1], [-0.2, 0.1, 0.1], [-0.1, 0.3, 0.0], [0.1, 0.1, 0.1], [0.0, -0.1, 0.2], [0.1, 0.1, -0.2], [-0.2, -0.2, -0.1], [-0.2, 0.0, 0.0], [0.1, 0.1, -0.1], [-0.1, 0.3, -0.2], [-0.3, -0.1, 0.0], [0.0, 0.0, 0.1], [-0.1, 0.0, 0.2], [0.1, -0.2, 0.1], [0.0, 0.1, -0.2], [-0.4, 1.2, -2.2], [2.3, -2.5, 4.2], [-0.2, 0.4, -0.6], [-0.4, -0.5, -0.1], [0.3, 0.3, 0.1], [0.0, 0.3, -0.2], [-0.1, 0.0, 0.2], [0.1, -0.1, 0.0], [-1.5, 0.6, -1.2], [0.4, 0.0, -0.7], [-0.2, 0.2, 0.1], [0.1, 0.3, 0.1], [0.1, 0.1, 0.0], [-0.1, -0.1, -0.1], [-0.1, 0.0, 0.1], [0.0, 0.0, 0.0], [0.0, -0.1, -0.1], [0.1, 0.0, -0.1], [-0.1, 0.1, -0.1], [0.0, 0.0, 0.0], [0.0, 0.0, 0.0], [-0.2, 0.0, 0.1], [0.0, 0.1, 0.3], [0.0, -0.2, -0.1], [-0.2, 0.0, -0.1], [0.0, 0.0, 0.0], [1.3, -1.1, -1.3], [-1.9, 2.9, 2.9], [0.6, -0.3, -0.7], [-0.3, -0.4, 0.4], [0.2, 0.2, -0.1], [0.2, 0.0, -0.2], [-0.3, 0.1, 0.0], [0.0, 0.0, 0.2], [0.0, -1.2, -0.8], [0.6, -0.3, -0.2], [-0.2, 0.1, -0.1], [0.0, 0.1, -0.2], [0.0, 0.2, 0.0], [-0.1, -0.1, 0.0], [-0.1, 0.0, 0.0], [0.0, 0.0, 0.0], [0.1, -0.2, 0.1], [0.1, 0.0, 0.0], [0.0, -0.1, -0.1], [0.0, 0.0, 0.0], [0.0, 0.0, 0.0], [-0.3, 0.0, 0.0], [-0.1, 0.1, 0.0], [0.1, -0.1, 0.0], [0.0, 0.0, 0.0], [0.0, 0.0, 0.0]],
  "orbital_gap_ha": 0.2518,
  "charge": -1,
  "energy_ev": -77629.7775,
  "largest_force_ha_per_bohr": 0.1051
}

***

[2]
{
  "formula": "C28H61AuN7O6P2",
  "method": "wB97M-V/def2-TZVPD",
  "elements": ["Au", "C", "C", "C", "O", "P", "O", "C", "P", "O", "O", "C", "C", "C", "O", "C", "C", "C", "O", "C", "C", "C", "H", "H", "H", "H", "H", "H", "H", "H", "H", "H", "H", "H", "H", "H", "H", "H", "H", "H", "H", "H", "H", "H", "H", "H", "H", "H", "H", "H", "H", "H", "C", "C", "C", "N", "H", "H", "H", "H", "H", "C", "N", "C", "C", "N", "N", "C", "C", "H", "H", "H", "H", "H", "H", "H", "H", "H", "H", "H", "H", "H", "C", "C", "N", "C", "N", "C", "C", "C", "N", "C", "H", "H", "H", "H", "H", "H", "H", "H", "H", "H", "H", "H", "H"],
  "coordinates": [[-1.29700, 0.80081, 0.29507], [-0.53223, -3.68158, -2.84876], [0.78442, -3.10528, -3.33305], [0.97229, -3.24030, -4.83023], [0.85241, -1.67213, -3.04377], [1.01450, -0.95776, -1.66087], [-0.31164, -0.78996, -0.98367], [2.24407, -1.89014, -0.67595], [2.46735, -1.15255, 0.98397], [1.22256, -0.62565, 1.58189], [3.01004, -2.27753, 1.93283], [4.18192, -3.15654, 1.83621], [5.42385, -2.42428, 1.36640], [3.87960, -4.38209, 0.99335], [3.57958, -0.06336, 0.69826], [3.78495, 1.14826, 1.49004], [3.79843, 0.84287, 2.98115], [2.76321, 2.20892, 1.10506], [1.62602, 0.43349, -2.06520], [2.80344, 0.46604, -2.96755], [3.85831, 1.38279, -2.38786], [2.35307, 0.90828, -4.34490], [-0.54534, -4.75444, -3.03237], [-1.36682, -3.22546, -3.38057], [-0.65547, -3.50108, -1.77927], [1.61737, -3.58894, -2.81295], [0.18168, -2.71580, -5.36595], [0.93728, -4.29388, -5.10174], [1.93323, -2.83056, -5.13797], [3.20328, -1.92300, -1.19157], [1.85802, -2.90014, -0.52898], [4.32159, -3.47177, 2.87064], [5.29201, -2.02152, 0.36164], [6.26484, -3.11517, 1.35477], [5.67113, -1.60425, 2.03903], [3.91738, -4.16189, -0.07440], [2.90520, -4.80493, 1.23876], [4.63183, -5.14019, 1.20489], [4.77556, 1.48615, 1.18142], [2.87127, 0.34103, 3.26249], [3.90987, 1.76512, 3.55008], [4.62987, 0.18977, 3.24185], [1.75123, 1.82794, 1.25026], [2.87728, 2.47887, 0.05774], [2.91571, 3.10057, 1.71225], [3.20030, -0.55033, -3.03536], [3.51063, 2.41595, -2.38288], [4.75021, 1.32706, -3.01052], [4.13036, 1.08331, -1.37856], [2.03325, 1.95005, -4.32273], [1.54384, 0.27452, -4.70473], [3.18830, 0.82541, -5.03872], [-5.40509, 4.19097, 2.16925], [-4.12856, 4.45677, 1.35236], [-3.39433, 3.25755, 1.04162], [-2.84251, 2.28559, 0.77990], [-5.88143, 5.14289, 2.38896], [-5.17318, 3.69855, 3.11184], [-6.10966, 3.57587, 1.61335], [-3.46381, 5.12704, 1.90403], [-4.38021, 4.94332, 0.40611], [-4.98851, 1.95803, -2.87330], [-3.86551, 1.23228, -2.30109], [-4.23243, 0.26008, -1.28969], [-2.57870, 1.52136, -2.60825], [-1.59001, 1.42934, -1.74067], [-2.33396, 1.97049, -3.86417], [-1.11341, 2.69620, -4.16312], [-3.03466, 1.45354, -5.03154], [-5.63289, 2.30397, -2.06138], [-5.59997, 1.31821, -3.51295], [-4.65596, 2.82272, -3.43895], [-4.92330, -0.46461, -1.72648], [-4.73511, 0.73900, -0.44709], [-3.35337, -0.27090, -0.93567], [-0.67214, 1.48251, -2.16145], [-0.84207, 3.34181, -3.32879], [-1.28459, 3.31258, -5.04406], [-0.27892, 2.02242, -4.38492], [-3.76914, 0.70231, -4.75847], [-2.31097, 0.99459, -5.70928], [-3.53088, 2.26064, -5.57411], [-1.92960, -2.78209, 4.67391], [-1.56862, -2.96804, 3.21297], [-1.47531, -1.66308, 2.57197], [-1.22871, -0.52439, 3.21961], [-1.17685, 0.61861, 2.48610], [-0.76458, 1.82656, 3.15387], [-1.41620, 1.92903, 4.52928], [-1.01094, 0.71040, 5.33965], [-1.08085, -0.51469, 4.54609], [-0.94314, -1.78176, 5.26394], [-1.89764, -3.73081, 5.20432], [-2.93815, -2.37462, 4.76505], [-2.32804, -3.55705, 2.69840], [-0.61557, -3.49598, 3.11900], [-1.26831, -1.63369, 1.58108], [-1.01993, 2.67310, 2.52302], [0.32850, 1.80991, 3.26925], [-2.50218, 1.96538, 4.41874], [-1.08925, 2.83286, 5.03956], [-1.66618, 0.60216, 6.20571], [0.01228, 0.81647, 5.71583], [-1.13222, -1.60921, 6.32103], [0.08276, -2.14893, 5.16068]],
  "forces_ev_per_a": [[-0.7, 0.2, -1.4], [0.2, 0.2, 0.1], [-0.2, -0.4, -0.3], [0.1, 0.1, 0.2], [0.2, 0.1, 0.3], [0.4, -0.3, -0.6], [0.1, 0.0, 0.9], [-0.7, 0.7, 0.3], [0.5, -0.1, 0.1], [-0.6, 0.2, 0.0], [0.0, 0.1, -0.3], [0.4, -0.3, 0.0], [-0.2, 0.1, 0.1], [-0.2, 0.1, 0.1], [-0.3, -0.4, -0.1], [0.1, 0.4, 0.4], [0.0, -0.2, -0.2], [0.1, -0.3, -0.1], [-0.1, -0.1, 0.4], [0.4, 0.2, -0.4], [-0.2, -0.1, 0.1], [-0.1, -0.1, 0.2], [0.0, 0.0, 0.0], [0.0, 0.0, 0.0], [-0.1, -0.1, 0.0], [0.0, 0.1, 0.0], [-0.1, 0.0, 0.0], [0.0, 0.0, 0.0], [0.0, 0.0, 0.0], [0.0, -0.1, -0.1], [0.0, -0.1, -0.1], [-0.1, 0.1, 0.0], [0.1, 0.0, 0.0], [0.0, 0.0, 0.0], [0.0, 0.0, 0.0], [0.0, 0.0, 0.0], [0.0, 0.0, 0.0], [0.0, 0.0, -0.1], [0.0, -0.1, 0.0], [0.0, 0.1, 0.1], [0.0, 0.0, 0.0], [0.0, 0.0, 0.0], [0.0, 0.0, 0.1], [0.0, 0.1, 0.0], [0.0, 0.0, 0.0], [-0.1, 0.0, 0.1], [0.0, 0.0, 0.0], [0.0, 0.0, 0.0], [0.0, 0.0, 0.0], [0.0, 0.0, 0.0], [0.0, 0.0, -0.1], [0.0, 0.0, 0.0], [0.0, -0.1, 0.0], [-0.5, 0.6, 0.2], [0.1, -0.5, -0.2], [0.0, 0.3, 0.4], [0.0, 0.0, 0.0], [0.0, 0.0, 0.0], [0.0, 0.0, 0.0], [0.0, 0.0, -0.1], [0.1, 0.0, 0.0], [-0.3, 0.0, -0.1], [0.4, -0.1, 0.2], [-0.1, 0.0, -0.1], [-0.5, 0.2, -0.4], [0.7, -0.1, 0.7], [0.0, 0.1, 0.4], [0.2, 0.0, 0.0], [-0.1, 0.0, -0.3], [0.1, 0.0, 0.0], [0.0, 0.0, 0.0], [0.1, 0.0, 0.0], [0.0, 0.0, 0.0], [0.0, 0.0, 0.0], [0.0, -0.1, -0.1], [0.0, -0.1, -0.1], [0.0, 0.0, 0.0], [0.0, 0.0, 0.0], [0.0, 0.0, 0.0], [0.0, 0.0, 0.0], [0.0, 0.0, 0.1], [0.0, 0.0, 0.0], [0.1, 0.2, -0.1], [-0.2, -0.4, 0.2], [0.3, 0.5, -0.3], [-0.3, -1.2, 1.1], [0.9, 0.3, -0.8], [-0.4, 0.3, 0.4], [0.1, -0.4, -0.1], [0.0, 0.5, 0.2], [0.1, 0.3, -0.5], [-0.1, -0.5, 0.1], [0.1, 0.0, 0.0], [0.0, -0.1, 0.0], [0.0, 0.1, -0.1], [0.0, 0.1, -0.1], [0.0, -0.1, 0.0], [0.1, 0.0, -0.1], [0.1, -0.2, -0.2], [0.0, 0.1, 0.0], [0.0, 0.0, 0.0], [0.0, -0.1, -0.1], [0.0, -0.1, 0.0], [0.0, 0.1, 0.0], [0.0, 0.1, 0.0]],
  "multiplicity": 3,
  "orbital_gap_ha": [0.3469, 0.1812],
  "charge": 3,
  "energy_ev": -74992.3547,
  "e_above_lowest_kcal_mol": 13.3,
  "largest_force_ha_per_bohr": 0.0323
}